140
Properties=species:S:1:pos:R:3 method="wB97M-V/def2-TZVPD" total_energy_ev=-726424.62866 max_force_ev_per_a=5.08 molar_mass_g_mol=1861.3 gap_ev=6.1 multiplicity=1
Pb 8.19 -11.69 21.94
C 6.25 -14.30 23.78
O 6.47 -13.14 23.04
H 5.26 -14.45 24.23
H 6.62 -15.17 23.24
H 6.86 -14.25 24.68
C 8.25 -15.30 20.79
C 9.22 -14.90 19.64
C 8.34 -14.91 18.35
C 9.05 -14.38 17.09
C 9.44 -12.92 17.40
C 10.33 -12.69 18.65
N 9.68 -13.45 19.80
O 10.37 -13.21 21.09
C 10.46 -11.13 18.97
C 11.82 -13.21 18.33
C 10.35 -16.08 19.45
H 8.60 -15.09 21.80
H 8.10 -16.38 20.74
H 7.26 -14.85 20.72
H 7.37 -14.43 18.44
H 7.93 -15.87 18.04
H 8.47 -14.37 16.17
H 9.99 -14.93 16.99
H 8.50 -12.38 17.51
H 9.88 -12.44 16.53
H 10.59 -10.50 18.09
H 11.24 -10.95 19.71
H 9.50 -10.91 19.44
H 12.41 -12.54 17.69
H 11.86 -14.11 17.72
H 12.35 -13.46 19.25
H 10.38 -16.43 18.42
H 10.21 -16.86 20.20
H 11.27 -15.49 19.44
C 12.86 -8.49 14.72
C 12.00 -9.69 15.22
C 11.63 -10.68 14.20
O 12.55 -11.72 14.38
C 13.27 -11.48 15.48
O 14.03 -12.22 15.95
O 12.91 -10.36 16.04
H 12.54 -7.92 13.85
H 13.88 -8.71 14.40
H 12.94 -7.70 15.47
H 11.09 -9.35 15.71
H 11.92 -10.43 13.18
H 10.61 -11.04 14.30
C 9.68 -20.15 22.63
C 9.88 -18.82 23.35
C 8.72 -17.90 23.44
O 8.60 -17.52 24.82
C 9.50 -18.31 25.51
O 9.59 -18.35 26.72
O 10.19 -19.08 24.63
H 8.83 -20.67 23.08
H 10.48 -20.89 22.67
H 9.53 -20.07 21.56
H 10.72 -18.27 22.92
H 7.70 -18.16 23.15
H 9.06 -16.98 22.97
C 11.35 -5.29 21.62
C 11.32 -6.53 22.58
C 9.98 -6.56 23.44
O 9.43 -7.79 23.22
C 10.07 -8.45 22.33
O 9.79 -9.61 22.09
O 11.08 -7.75 21.84
H 10.52 -5.08 20.94
H 12.29 -5.37 21.07
H 11.38 -4.45 22.31
H 12.14 -6.84 23.23
H 9.26 -5.80 23.14
H 10.22 -6.34 24.48
C 13.82 -9.12 19.87
C 13.72 -9.92 21.14
C 13.61 -11.44 20.80
O 14.54 -11.90 21.73
C 15.20 -11.01 22.39
O 16.17 -11.26 23.10
O 14.77 -9.81 21.96
H 14.64 -9.48 19.24
H 14.04 -8.08 20.10
H 12.94 -9.18 19.23
H 12.80 -9.59 21.63
H 13.70 -11.69 19.75
H 12.65 -11.84 21.13
C 13.56 -15.19 23.73
C 13.09 -16.58 23.07
C 12.14 -16.34 21.90
O 12.46 -17.36 20.99
C 13.73 -17.77 21.27
O 14.36 -18.59 20.56
O 14.13 -17.13 22.39
H 13.35 -14.31 23.13
H 14.65 -15.14 23.76
H 12.99 -15.25 24.65
H 12.67 -17.29 23.78
H 12.26 -15.31 21.58
H 11.10 -16.45 22.20
C 5.02 -8.46 17.17
C 6.07 -8.76 18.09
C 5.87 -8.38 19.54
O 6.30 -9.55 20.30
C 6.43 -10.60 19.47
O 6.82 -11.70 19.74
O 6.19 -10.22 18.12
H 4.06 -8.80 17.58
H 5.10 -8.81 16.14
H 4.96 -7.38 17.05
H 7.03 -8.34 17.79
H 4.88 -8.10 19.90
H 6.56 -7.54 19.60
F 5.16 -11.27 11.16
C 6.00 -11.62 12.17
C 7.42 -11.88 11.91
C 8.25 -12.28 12.95
C 7.71 -12.42 14.22
C 6.32 -12.21 14.39
C 5.51 -11.86 13.39
H 7.82 -11.84 10.91
H 9.33 -12.28 12.85
H 8.42 -12.55 15.02
H 5.86 -12.32 15.36
H 4.47 -11.79 13.67
C 9.10 -16.90 13.89
Br 10.27 -15.29 13.59
Br 9.16 -17.95 12.24
Br 7.30 -16.18 14.24
H 9.37 -17.48 14.78
C 4.81 -16.92 17.70
Br 6.37 -17.90 17.13
Br 4.67 -16.58 19.67
Br 3.22 -17.69 16.89
H 4.91 -15.92 17.27
C 12.42 -17.01 16.21
Br 13.49 -16.00 14.83
Br 13.43 -16.75 17.85
Br 12.21 -18.85 15.59
H 11.47 -16.48 16.25

---

121
Properties=species:S:1:pos:R:3 method="wB97M-V/def2-TZVPD" total_energy_ev=-67243.99863 max_force_ev_per_a=1.08 de_lowest_ev=0.0000 molar_mass_g_mol=772.1 smiles="CCCCN[C@@]1(OC[C@H](C)O)C[C@@H](CCCCO)NC1=O.c1cc[nH]c1.c1cc[nH]c1.c1cc[nH]c1.c1cc[nH]c1.c1cc[nH]c1.c1cc[nH]c1.c1cc[nH]c1" gap_ev=8.5 multiplicity=1
C 3.07 -1.72 2.35
C 4.42 -1.05 2.04
C 4.42 0.45 2.34
C 3.45 1.24 1.45
N 2.23 1.58 2.20
C 1.19 2.29 1.51
O 1.34 3.71 1.47
C 1.33 4.38 2.73
C 0.16 5.33 2.92
C 0.28 5.99 4.30
O -1.09 4.66 2.78
C 0.93 1.83 0.09
C -0.61 1.67 -0.08
C -0.97 0.20 -0.29
C -2.35 -0.07 -0.89
C -3.54 0.46 -0.07
C -3.62 -0.14 1.32
O -3.47 -1.57 1.23
N -1.21 2.17 1.20
C -0.19 2.00 2.16
O -0.38 1.64 3.29
H 2.27 -0.98 2.48
H 3.12 -2.31 3.26
H 2.76 -2.40 1.55
H 5.20 -1.56 2.62
H 4.66 -1.17 0.98
H 4.08 0.57 3.38
H 5.43 0.87 2.26
H 3.19 0.60 0.60
H 3.96 2.13 1.07
H 2.54 2.12 3.00
H 2.25 4.97 2.79
H 1.36 3.67 3.57
H 0.17 6.11 2.16
H -0.74 6.20 4.64
H 0.87 6.90 4.28
H 0.72 5.28 5.01
H -1.17 4.00 3.48
H 1.38 2.51 -0.63
H 1.38 0.86 -0.13
H -0.97 2.31 -0.89
H -0.23 -0.22 -0.98
H -0.85 -0.33 0.66
H -2.40 0.36 -1.89
H -2.47 -1.15 -0.99
H -4.48 0.29 -0.60
H -3.42 1.54 0.04
H -2.85 0.27 1.98
H -4.59 0.09 1.77
H -4.08 -1.97 1.85
H -1.45 3.15 1.08
C -4.50 -6.15 -0.16
C -4.15 -4.79 0.05
C -4.84 -4.05 -0.86
N -5.60 -4.90 -1.62
C -5.40 -6.19 -1.20
H -4.13 -7.01 0.38
H -3.47 -4.40 0.79
H -4.86 -2.98 -1.02
H -6.22 -4.64 -2.36
H -5.90 -7.01 -1.66
C -3.37 -2.45 -6.09
C -2.17 -1.99 -5.48
C -2.30 -2.21 -4.14
N -3.52 -2.79 -3.92
C -4.18 -2.94 -5.10
H -3.59 -2.44 -7.15
H -1.32 -1.54 -5.97
H -1.63 -2.01 -3.32
H -3.87 -3.06 -3.02
H -5.16 -3.38 -5.15
C -2.22 4.84 9.21
C -1.50 3.68 8.80
C -1.57 3.62 7.43
N -2.31 4.70 7.01
C -2.71 5.44 8.08
H -2.37 5.18 10.22
H -0.99 2.98 9.43
H -1.17 2.91 6.73
H -2.53 4.90 6.05
H -3.30 6.33 7.95
C -5.81 2.10 -7.75
C -6.22 1.34 -8.88
C -5.88 0.04 -8.64
N -5.28 -0.02 -7.41
C -5.24 1.23 -6.86
H -5.92 3.16 -7.60
H -6.70 1.71 -9.77
H -6.01 -0.85 -9.23
H -4.92 -0.85 -6.98
H -4.80 1.39 -5.89
C 7.52 -1.93 5.33
C 8.82 -1.71 4.81
C 8.87 -0.43 4.34
N 7.64 0.14 4.55
C 6.81 -0.76 5.16
H 7.13 -2.83 5.78
H 9.64 -2.42 4.79
H 9.67 0.12 3.87
H 7.39 1.08 4.30
H 5.80 -0.50 5.41
C -1.73 -0.59 -9.37
C -0.62 -0.15 -10.15
C -0.58 1.22 -10.06
N -1.61 1.61 -9.26
C -2.32 0.52 -8.84
H -2.05 -1.61 -9.23
H 0.07 -0.76 -10.71
H 0.10 1.94 -10.49
H -1.84 2.56 -9.02
H -3.18 0.63 -8.20
C 6.96 -3.91 1.87
C 6.42 -4.90 1.00
C 6.84 -6.12 1.47
N 7.60 -5.90 2.58
C 7.68 -4.56 2.84
H 6.84 -2.84 1.79
H 5.81 -4.73 0.13
H 6.65 -7.11 1.10
H 8.03 -6.62 3.13
H 8.23 -4.18 3.68

---

126
Properties=species:S:1:pos:R:3 method="wB97M-V/def2-TZVPD" total_energy_ev=-79354.69555 max_force_ev_per_a=2.06 total_charge=+1 molar_mass_g_mol=854.0 gap_ev=9.1 multiplicity=1
C -4.85 3.87 -1.42
C -3.84 3.21 -2.29
O -4.04 2.71 -3.36
O -2.61 3.19 -1.72
C -1.54 2.73 -2.53
C -1.51 1.21 -2.59
N -1.78 0.64 -1.27
C -3.04 0.26 -0.97
C -3.34 -0.28 0.29
C -2.33 -0.41 1.25
C -2.68 -1.03 2.58
O -3.10 -0.42 3.48
O -2.37 -2.35 2.68
C -1.01 0.01 0.94
C 0.15 -0.08 1.90
C 0.02 0.72 3.19
C 0.25 2.22 3.03
C -0.87 2.99 2.36
F -0.71 2.97 0.99
F -2.08 2.41 2.60
C -0.98 4.51 2.78
F -2.10 4.72 3.48
F -1.01 5.30 1.70
F 0.07 4.87 3.54
C -0.79 0.51 -0.36
H -4.54 3.75 -0.38
H -5.81 3.40 -1.57
H -4.89 4.94 -1.63
H -0.63 3.13 -2.11
H -1.62 3.09 -3.55
H -2.25 0.83 -3.29
H -0.54 0.87 -2.95
H -3.79 0.38 -1.73
H -4.34 -0.60 0.52
H -2.54 -2.84 1.86
H 0.30 -1.14 2.12
H 1.06 0.25 1.39
H -0.92 0.53 3.71
H 0.82 0.38 3.85
H 1.17 2.40 2.48
H 0.41 2.63 4.02
H 0.19 0.85 -0.66
C -5.02 -3.03 -3.10
C -5.41 -4.45 -2.68
C -5.70 -4.57 -1.17
C -4.54 -4.21 -0.36
N -3.61 -3.96 0.26
H -4.10 -2.72 -2.61
H -4.86 -2.98 -4.17
H -5.81 -2.32 -2.85
H -4.61 -5.13 -2.95
H -6.30 -4.76 -3.22
H -5.98 -5.60 -0.92
H -6.53 -3.92 -0.88
C -5.79 9.06 0.39
C -4.94 8.57 1.55
C -4.35 7.18 1.31
C -5.39 6.17 1.13
N -6.22 5.39 1.00
H -6.66 8.41 0.24
H -6.17 10.06 0.59
H -5.22 9.09 -0.54
H -5.53 8.55 2.47
H -4.11 9.26 1.72
H -3.72 6.87 2.15
H -3.72 7.18 0.41
C 2.99 -1.98 8.01
C 2.38 -2.89 6.95
C 3.01 -2.71 5.57
C 2.83 -1.35 5.07
N 2.68 -0.29 4.67
H 2.83 -0.93 7.76
H 2.54 -2.17 8.98
H 4.06 -2.15 8.11
H 1.30 -2.72 6.88
H 2.51 -3.93 7.25
H 2.57 -3.40 4.84
H 4.08 -2.92 5.60
C 5.60 1.94 11.02
C 4.18 1.86 10.48
C 3.34 0.78 11.18
C 3.92 -0.55 11.00
N 4.37 -1.59 10.83
H 6.14 1.01 10.85
H 6.15 2.74 10.53
H 5.60 2.15 12.09
H 4.20 1.66 9.41
H 3.67 2.82 10.62
H 2.33 0.76 10.78
H 3.27 0.98 12.25
C 1.61 -4.17 -1.85
C 0.46 -3.71 -0.96
C -0.92 -3.97 -1.59
C -1.06 -3.25 -2.86
N -1.18 -2.66 -3.83
H 1.61 -3.61 -2.79
H 2.57 -3.99 -1.37
H 1.53 -5.23 -2.08
H 0.57 -2.64 -0.76
H 0.50 -4.23 0.00
H -1.72 -3.63 -0.93
H -1.06 -5.04 -1.77
C 2.71 -2.25 -7.57
C 2.43 -3.74 -7.35
C 2.23 -4.08 -5.87
C 3.42 -3.77 -5.08
N 4.36 -3.53 -4.47
H 3.63 -1.93 -7.08
H 2.82 -2.04 -8.63
H 1.89 -1.64 -7.19
H 3.26 -4.33 -7.75
H 1.54 -4.03 -7.90
H 2.01 -5.14 -5.74
H 1.39 -3.51 -5.46
C 7.68 -1.57 -9.39
C 6.56 -2.12 -10.27
C 5.61 -1.03 -10.77
C 4.94 -0.35 -9.67
N 4.41 0.16 -8.79
H 7.27 -1.11 -8.49
H 8.35 -2.37 -9.08
H 8.26 -0.82 -9.92
H 6.00 -2.87 -9.72
H 7.00 -2.62 -11.14
H 4.84 -1.47 -11.41
H 6.15 -0.29 -11.36